<i>
Density functional theory data (wB97M-V/def2-TZVPD) for C48H72BCuNO2P2Sb2 as an isolated structure.

- HOMO level (alpha / beta): -6.422 / -6.500 eV
- 2S+1: 2
- Frontier orbital gap (alpha / beta): 7.04 / 5.84 eV
- ⟨S²⟩: 0.76

```
129
C48H72BCuNO2P2Sb2 wB97M-V/def2-TZVPD
Cu 1.343 0.368 0.237
C 4.492 -1.797 -1.366
C 4.386 -0.293 -1.624
C 5.284 0.200 -2.754
P 2.576 0.133 -1.742
C 1.783 -0.851 -3.123
C 2.551 -1.141 -4.411
C 0.440 -0.190 -3.436
C 2.388 1.871 -2.191
C 2.574 2.324 -3.499
C 2.152 3.573 -3.910
C 2.372 4.059 -5.313
C 1.460 4.352 -2.981
C 1.295 3.943 -1.680
C 1.813 2.717 -1.212
N 1.704 2.298 0.102
C 1.638 3.235 1.114
C 2.152 4.535 0.947
C 1.859 5.555 1.823
C 1.009 5.333 2.902
C 0.545 6.458 3.784
C 0.669 4.018 3.179
C 1.069 2.948 2.380
P 0.989 1.214 2.963
C 0.483 1.428 4.773
C 1.409 2.237 5.685
C 0.280 0.043 5.388
C 2.830 0.840 3.263
C 3.326 -0.258 2.326
C 3.776 2.036 3.227
H 5.515 -2.068 -1.109
H 4.202 -2.369 -2.247
H 3.836 -2.083 -0.543
H 4.687 0.238 -0.709
H 5.060 -0.289 -3.700
H 6.324 -0.016 -2.504
H 5.182 1.278 -2.881
H 1.587 -1.816 -2.638
H 2.835 -0.230 -4.932
H 1.902 -1.712 -5.076
H 3.442 -1.738 -4.229
H 0.581 0.723 -4.012
H -0.092 0.063 -2.518
H -0.181 -0.873 -4.016
H 3.060 1.678 -4.216
H 2.798 3.274 -5.936
H 3.053 4.911 -5.317
H 1.432 4.382 -5.759
H 1.035 5.295 -3.298
H 0.727 4.561 -0.999
H 2.781 4.738 0.091
H 2.267 6.543 1.651
H 0.572 7.402 3.242
H 1.188 6.551 4.662
H -0.473 6.280 4.128
H 0.053 3.837 4.048
H -0.496 1.920 4.726
H 2.319 1.682 5.908
H 0.903 2.427 6.633
H 1.693 3.194 5.256
H 1.230 -0.487 5.463
H -0.135 0.130 6.393
H -0.401 -0.558 4.788
H 2.841 0.414 4.273
H 3.435 0.127 1.309
H 2.628 -1.095 2.301
H 4.301 -0.623 2.651
H 3.921 2.390 2.208
H 4.751 1.739 3.621
H 3.407 2.871 3.820
C -2.009 3.231 -0.611
Sb -1.826 1.210 0.197
C -3.462 0.437 -0.992
C -3.078 1.732 1.953
C -4.249 0.850 2.134
C -5.440 1.176 1.485
C -6.570 0.388 1.586
C -6.531 -0.763 2.357
C -5.364 -1.096 3.019
C -4.218 -0.309 2.932
C -3.006 -0.708 3.681
Sb -1.457 -1.539 2.334
C -2.907 -2.842 1.403
C -0.751 -3.078 3.720
H -1.448 3.910 0.029
H -3.050 3.544 -0.636
H -1.593 3.279 -1.614
H -3.090 0.082 -1.950
H -3.920 -0.391 -0.459
H -4.206 1.213 -1.149
H -3.389 2.759 1.774
H -2.399 1.707 2.804
H -5.474 2.086 0.898
H -7.479 0.670 1.072
H -7.412 -1.384 2.455
H -5.341 -1.982 3.642
H -3.232 -1.477 4.418
H -2.552 0.144 4.184
H -3.413 -3.421 2.172
H -2.421 -3.511 0.699
H -3.639 -2.239 0.871
H -1.413 -3.173 4.578
H 0.246 -2.813 4.066
H -0.688 -4.032 3.204
C -1.928 -6.729 -4.173
C -2.256 -5.279 -3.809
C -3.723 -5.209 -3.362
C -2.071 -4.424 -5.073
C -1.367 -4.735 -2.696
C -0.425 -5.523 -2.039
C 0.406 -5.024 -1.039
C 0.275 -3.694 -0.711
O 0.989 -2.929 0.162
B 0.513 -1.616 0.056
O -0.573 -1.627 -0.866
C -0.676 -2.894 -1.346
C -1.503 -3.393 -2.327
H -2.572 -7.051 -4.991
H -2.097 -7.399 -3.332
H -0.894 -6.822 -4.503
H -4.371 -5.573 -4.159
H -4.013 -4.187 -3.124
H -3.883 -5.821 -2.475
H -2.681 -4.819 -5.886
H -1.028 -4.438 -5.391
H -2.366 -3.391 -4.905
H -0.310 -6.563 -2.303
H 1.135 -5.654 -0.551
H -2.224 -2.740 -2.795
```

<ii>
Density functional theory data (wB97M-V/def2-TZVPD) for C48H72BCuNO2P2Sb2 as an isolated structure.

- HOMO level (alpha / beta): -6.352 / -6.534 eV
- 2S+1: 2
- Frontier orbital gap (alpha / beta): 6.97 / 6.27 eV
- ⟨S²⟩: 0.76

```
129
C48H72BCuNO2P2Sb2 wB97M-V/def2-TZVPD
Cu -0.910 -0.633 -1.022
C 0.562 -2.695 -4.238
C -0.543 -3.304 -3.370
C -0.750 -4.797 -3.605
P -0.269 -2.789 -1.621
C 1.415 -3.331 -1.052
C 1.977 -4.672 -1.524
C 1.462 -3.230 0.477
C -1.480 -3.592 -0.554
C -1.357 -4.930 -0.159
C -2.101 -5.469 0.871
C -1.977 -6.915 1.276
C -2.950 -4.593 1.556
C -3.114 -3.284 1.164
C -2.438 -2.745 0.046
N -2.608 -1.438 -0.410
C -3.810 -0.782 -0.180
C -5.019 -1.469 0.062
C -6.146 -0.827 0.531
C -6.134 0.542 0.789
C -7.314 1.249 1.409
C -5.014 1.243 0.371
C -3.899 0.631 -0.209
P -2.624 1.578 -1.116
C -3.226 3.355 -1.057
C -4.552 3.678 -1.751
C -2.129 4.258 -1.631
C -3.026 1.179 -2.927
C -1.891 0.413 -3.613
C -4.360 0.479 -3.176
H 0.334 -2.833 -5.297
H 1.526 -3.167 -4.041
H 0.667 -1.625 -4.045
H -1.484 -2.797 -3.612
H 0.151 -5.374 -3.398
H -1.019 -4.963 -4.651
H -1.560 -5.182 -2.985
H 2.061 -2.545 -1.461
H 1.364 -5.513 -1.203
H 2.968 -4.802 -1.083
H 2.091 -4.716 -2.606
H 0.927 -4.062 0.937
H 1.017 -2.300 0.833
H 2.502 -3.258 0.813
H -0.645 -5.566 -0.671
H -1.175 -7.408 0.728
H -2.904 -7.458 1.079
H -1.765 -7.006 2.343
H -3.490 -4.954 2.426
H -3.767 -2.643 1.737
H -5.049 -2.537 -0.100
H -7.046 -1.403 0.720
H -7.913 0.558 2.002
H -7.966 1.682 0.646
H -6.984 2.059 2.061
H -5.019 2.318 0.504
H -3.310 3.581 0.011
H -4.439 3.648 -2.836
H -4.857 4.694 -1.485
H -5.360 3.003 -1.479
H -1.996 4.078 -2.701
H -2.399 5.309 -1.504
H -1.169 4.092 -1.141
H -3.059 2.166 -3.395
H -1.863 -0.626 -3.268
H -0.917 0.865 -3.414
H -2.047 0.391 -4.696
H -4.314 -0.564 -2.858
H -4.587 0.496 -4.246
H -5.186 0.949 -2.644
C -1.984 -0.674 3.261
Sb -0.625 0.458 2.015
C 1.035 0.311 3.381
C -1.390 2.387 2.781
C -0.412 3.290 3.467
C -0.230 3.099 4.841
C 0.618 3.886 5.599
C 1.308 4.921 4.986
C 1.134 5.137 3.630
C 0.297 4.339 2.846
C 0.202 4.644 1.387
Sb 1.481 3.314 0.191
C 3.200 3.665 1.445
C 2.059 4.810 -1.269
H -3.001 -0.521 2.892
H -1.918 -0.333 4.296
H -1.750 -1.737 3.209
H 1.598 -0.599 3.171
H 1.689 1.174 3.247
H 0.675 0.294 4.408
H -2.151 2.080 3.498
H -1.887 2.858 1.930
H -0.797 2.311 5.327
H 0.727 3.706 6.661
H 1.965 5.560 5.562
H 1.664 5.953 3.152
H 0.563 5.650 1.177
H -0.822 4.555 1.015
H 3.375 4.738 1.532
H 4.081 3.183 1.018
H 3.016 3.252 2.436
H 1.778 5.809 -0.934
H 1.573 4.600 -2.221
H 3.139 4.765 -1.412
C 8.092 -0.290 -0.714
C 6.861 -0.349 0.192
C 7.001 0.735 1.271
C 6.831 -1.730 0.863
C 5.560 -0.127 -0.580
C 5.537 0.168 -1.942
C 4.346 0.362 -2.650
C 3.174 0.248 -1.947
O 1.875 0.343 -2.383
B 1.053 0.092 -1.273
O 1.890 -0.120 -0.144
C 3.179 -0.035 -0.589
C 4.344 -0.224 0.112
H 8.987 -0.480 -0.119
H 8.203 0.691 -1.180
H 8.043 -1.048 -1.499
H 7.918 0.579 1.844
H 6.159 0.716 1.965
H 7.040 1.727 0.818
H 7.768 -1.910 1.395
H 6.705 -2.517 0.115
H 6.016 -1.812 1.584
H 6.464 0.252 -2.490
H 4.350 0.588 -3.709
H 4.302 -0.440 1.173
```

Which one is most stable, and which one is least stable? <ii> is the most stable of them, while <i> is the least stable.